[1]
Molecular formula: C34H26Br2IrN6O4SSe
Method: DFT, ωB97M-V/def2-TZVPD

For the orbital gap, the calculation gives 6.6 eV. Its charge is +1. The calculation puts the HOMO energy at -9.78 eV. The value obtained for the total energy is -9992.71065 Eh. Its energy above the lowest of the compared OMol25 structures with the same formula, charge and spin is 0.0 kJ/mol.

Geometry as XYZ:
```
75
Properties=species:S:1:pos:R:3:lowdin_charge:R:1
Ir 0.466 0.132 -0.172 1.177
C 1.395 -3.815 1.722 0.003
C 1.408 -2.726 0.841 -0.089
N 0.812 -1.576 1.092 -0.007
C 0.104 -1.494 2.254 -0.139
C 0.054 -2.518 3.203 -0.127
C 0.739 -3.712 2.915 0.022
C -0.709 -2.325 4.404 0.001
C -1.413 -1.193 4.612 -0.001
C -1.427 -0.152 3.627 -0.135
C -2.199 1.017 3.731 0.025
C -2.179 1.926 2.707 -0.005
C -1.397 1.682 1.576 -0.086
N -0.650 0.596 1.472 -0.051
C -0.663 -0.313 2.470 -0.164
H 1.908 -4.720 1.433 0.123
H 1.911 -2.816 -0.099 0.062
H 0.715 -4.533 3.620 0.130
H -0.721 -3.125 5.133 0.124
H -2.000 -1.064 5.512 0.124
H -2.816 1.177 4.606 0.129
H -2.780 2.824 2.741 0.121
H -1.396 2.344 0.720 0.110
C 3.243 -1.626 -1.581 -0.025
C 2.610 -0.590 -2.446 -0.296
C 3.135 -0.415 -3.746 0.013
C 2.631 0.523 -4.586 0.007
C 1.592 1.364 -4.132 -0.178
C 1.021 2.412 -4.893 -0.616
Br 1.626 2.751 -6.652 0.806
C 0.029 3.195 -4.375 -0.155
C -0.429 2.966 -3.072 -0.588
Br -1.809 4.044 -2.366 0.812
C 0.083 1.954 -2.289 -0.409
O -0.332 1.730 -1.068 -0.311
C 1.109 1.137 -2.833 -0.151
N 1.595 0.133 -2.010 -0.031
H 4.276 -1.779 -1.883 0.096
H 2.713 -2.569 -1.722 0.075
H 3.226 -1.326 -0.532 0.056
H 3.947 -1.058 -4.055 0.124
H 3.024 0.647 -5.585 0.089
H -0.406 3.992 -4.960 0.102
O 0.351 -3.031 -1.904 -0.301
S -0.653 -2.079 -2.317 0.671
O -0.372 -1.308 -3.496 -0.259
N -1.019 -1.122 -1.020 -0.190
C -2.343 -1.204 -0.659 -0.474
O -2.868 -0.592 0.261 0.069
C -3.072 -2.191 -1.511 -0.133
C -4.407 -2.544 -1.424 0.010
C -4.880 -3.508 -2.304 -0.049
C -4.037 -4.101 -3.243 -0.052
C -2.698 -3.746 -3.331 -0.021
C -2.252 -2.787 -2.444 -0.221
H -5.048 -2.075 -0.690 0.125
H -5.919 -3.805 -2.265 0.111
H -4.434 -4.848 -3.917 0.112
H -2.038 -4.196 -4.060 0.126
C 2.271 1.296 3.943 0.003
N 1.713 2.450 3.249 -0.101
C 1.145 3.538 3.871 -0.022
C 0.799 4.413 2.900 -0.019
N 1.160 3.848 1.701 -0.101
C 0.984 4.464 0.386 -0.002
C 1.700 2.638 1.917 -0.622
Se 2.388 1.502 0.581 0.799
H 2.700 1.633 4.883 0.103
H 3.045 0.856 3.319 0.069
H 1.498 0.557 4.139 0.087
H 1.060 3.603 4.940 0.134
H 0.353 5.389 2.959 0.134
H 0.617 5.475 0.535 0.103
H 0.270 3.887 -0.200 0.044
H 1.938 4.488 -0.134 0.096
```

[2]
Molecular formula: C34H26INO6
Method: DFT, ωB97M-V/def2-TZVPD

For the orbital gap, the calculation gives 8.4 eV. The calculation puts the HOMO energy at -9.52 eV. The value obtained for the total energy is -2115.01370 Eh. The SMILES is O=C1c2ccccc2C(=O)c2ccccc21.O=C1c2ccccc2C(=O)c2ccccc21.CCO[C@@]1(I)CNC(=O)C1.

Geometry as XYZ:
```
68
Properties=species:S:1:pos:R:3:lowdin_charge:R:1
C -3.082 -6.934 4.506 -0.091
C -2.842 -5.677 3.430 -0.244
O -2.780 -6.301 2.099 -0.242
C -3.159 -5.315 1.032 -0.787
I -5.285 -4.772 0.824 0.788
C -2.105 -4.023 0.894 -0.167
N -0.784 -4.724 0.516 -0.015
C -1.003 -6.203 0.177 -0.250
O -0.185 -7.253 0.285 -0.032
C -2.599 -6.136 -0.315 -0.086
H -3.715 -6.621 5.439 0.079
H -3.678 -7.756 3.899 0.088
H -2.051 -7.455 4.806 0.093
H -1.757 -5.260 3.705 0.133
H -3.657 -4.835 3.528 0.111
H -2.068 -3.253 1.786 0.139
H -2.314 -3.434 -0.124 0.133
H -0.174 -4.517 1.338 0.126
H -2.813 -5.573 -1.342 0.140
H -3.051 -7.218 -0.223 0.136
C 1.201 -3.695 -1.052 -0.080
C 2.107 -4.369 -0.233 -0.065
C 3.122 -3.663 0.415 0.012
C 3.238 -2.279 0.235 -0.089
C 2.348 -1.610 -0.603 -0.085
C 1.320 -2.317 -1.239 0.011
C 2.492 -0.159 -0.840 -0.282
O 1.708 0.431 -1.573 0.086
C 3.599 0.569 -0.188 -0.090
C 3.782 1.933 -0.449 -0.005
C 4.818 2.632 0.174 -0.054
C 5.667 1.975 1.064 -0.056
C 5.490 0.614 1.322 0.008
C 4.460 -0.092 0.687 -0.084
C 4.304 -1.538 0.939 -0.280
O 5.052 -2.118 1.718 0.096
H 0.405 -4.244 -1.550 0.101
H 2.023 -5.445 -0.097 0.106
H 3.822 -4.195 1.057 0.123
H 0.612 -1.799 -1.884 0.121
H 3.122 2.455 -1.141 0.120
H 4.962 3.690 -0.035 0.110
H 6.470 2.520 1.555 0.108
H 6.159 0.107 2.015 0.122
C -3.312 8.283 -3.283 -0.059
C -3.516 7.212 -4.152 -0.059
C -2.979 5.959 -3.853 0.005
C -2.226 5.778 -2.687 -0.086
C -2.001 6.856 -1.830 -0.086
C -2.555 8.109 -2.123 0.005
C -1.167 6.689 -0.623 -0.280
O -0.972 7.634 0.132 0.095
C -0.564 5.371 -0.343 -0.088
C 0.277 5.214 0.767 0.006
C 0.841 3.967 1.046 -0.053
C 0.560 2.874 0.226 -0.064
C -0.272 3.029 -0.883 0.016
C -0.827 4.283 -1.174 -0.082
C -1.678 4.445 -2.370 -0.277
O -1.921 3.486 -3.093 0.099
H -3.737 9.258 -3.511 0.107
H -4.095 7.352 -5.062 0.107
H -3.147 5.125 -4.533 0.121
H -2.396 8.951 -1.452 0.121
H 0.499 6.061 1.414 0.121
H 1.497 3.848 1.905 0.109
H 0.994 1.901 0.448 0.096
H -0.483 2.173 -1.522 0.119
```

[3]
Molecular formula: C34H27BrClN7O4Pd
Method: DFT, ωB97M-V/def2-TZVPD

For the orbital gap (spin up / spin down), the calculation gives 5.8 / 2.0 eV. Its charge is +2. The calculation puts the HOMO energy (spin up / spin down) at -11.87 / -11.87 eV. The value obtained for the total energy is -5157.46081 Eh. The spin multiplicity is 5.

Geometry as XYZ:
```
75
Properties=species:S:1:pos:R:3:lowdin_charge:R:1
Pd -17.244 -5.006 10.363 1.223
C -14.840 -8.394 11.278 -0.122
N -15.949 -7.670 10.750 -0.059
C -17.147 -8.465 10.597 -0.133
C -18.359 -7.693 10.811 -0.289
N -18.614 -6.466 10.390 -0.004
C -19.971 -6.150 10.800 -0.184
C -20.737 -5.056 10.412 -0.037
C -21.937 -4.935 11.057 -0.076
C -22.469 -5.962 11.895 -0.051
C -21.677 -7.055 12.239 -0.004
C -20.460 -7.220 11.572 -0.133
N -19.395 -8.171 11.533 0.185
C -15.325 -8.841 12.686 -0.313
N -15.870 -9.998 12.969 0.157
C -15.997 -9.961 14.329 -0.254
C -16.648 -10.894 15.121 -0.011
C -16.843 -10.653 16.504 -0.089
C -16.439 -9.441 17.044 -0.069
C -15.750 -8.449 16.213 -0.022
C -15.465 -8.759 14.903 -0.175
N -14.997 -8.070 13.766 0.159
H -13.893 -7.830 11.329 0.132
H -14.634 -9.366 10.805 0.130
H -15.729 -7.183 9.833 0.083
H -17.149 -9.343 11.258 0.116
H -17.210 -8.836 9.560 0.152
H -20.444 -4.455 9.582 0.101
H -22.556 -4.034 10.935 0.116
H -23.538 -5.945 12.079 0.113
H -21.999 -7.761 12.952 0.101
H -19.372 -9.061 12.044 0.185
H -17.006 -11.860 14.689 0.127
H -17.363 -11.385 17.059 0.090
H -16.595 -9.327 18.116 0.099
H -15.603 -7.450 16.587 0.078
H -14.697 -7.084 13.628 0.124
Br -12.505 -4.242 4.286 1.021
C -14.249 -4.350 4.923 -0.591
C -15.036 -3.233 4.622 -0.129
N -16.173 -2.995 5.221 0.120
C -16.748 -3.888 6.023 0.048
C -15.993 -5.021 6.410 -0.053
C -14.816 -5.340 5.731 0.028
C -16.375 -5.757 7.625 -0.538
O -15.640 -6.697 7.998 0.030
O -17.430 -5.279 8.261 -0.157
H -14.796 -2.449 3.888 0.142
H -17.724 -3.659 6.441 0.144
H -14.278 -6.246 6.029 0.146
C -15.232 -0.879 9.470 -0.052
C -16.580 -1.031 9.254 -0.029
C -17.080 -2.324 9.470 -0.105
N -16.342 -3.332 9.975 -0.127
C -15.025 -3.119 10.208 -0.105
C -14.445 -1.890 10.044 -0.030
H -14.700 0.049 9.192 0.130
H -17.208 -0.318 8.707 0.128
H -18.100 -2.626 9.214 0.115
H -14.471 -3.948 10.565 0.096
H -13.376 -1.701 10.296 0.135
Cl -15.919 -2.303 18.324 0.926
C -15.929 -3.154 16.883 -0.603
C -14.832 -3.926 16.464 -0.025
C -14.817 -4.554 15.216 0.068
C -15.976 -4.445 14.379 -0.024
C -17.133 -3.827 14.924 0.033
C -17.109 -3.107 16.074 -0.032
C -16.042 -4.872 12.970 -0.553
O -17.147 -4.597 12.382 -0.125
O -15.001 -5.373 12.424 -0.022
H -13.999 -4.055 17.124 0.124
H -13.970 -5.169 14.959 0.133
H -18.080 -3.824 14.341 0.152
H -18.003 -2.590 16.432 0.135
```

[4]
Molecular formula: C34H27Cl5N3NaP2
Method: DFT, ωB97M-V/def2-TZVPD

For the orbital gap, the calculation gives 7.8 eV. The calculation puts the HOMO energy at -7.70 eV. The value obtained for the total energy is -4622.12925 Eh. Its energy above the lowest of the compared OMol25 structures with the same formula, charge and spin is 9.8 kJ/mol.

Geometry as XYZ:
```
72
Properties=species:S:1:pos:R:3:lowdin_charge:R:1
Na 0.342 0.102 0.209 0.026
Cl 1.303 1.063 4.050 0.601
C 0.046 -0.153 3.728 -0.689
C -0.306 -0.395 2.420 -0.198
C -1.240 -1.382 2.265 -0.656
Cl -1.702 -1.832 0.567 0.575
C -1.851 -2.095 3.291 -0.719
Cl -3.029 -3.322 2.988 0.651
C -1.480 -1.785 4.597 -0.713
Cl -2.209 -2.614 5.922 0.657
C -0.511 -0.804 4.824 -0.714
Cl -0.043 -0.433 6.446 0.648
N -0.634 2.173 -2.229 -0.409
P 0.107 0.693 -2.680 0.990
C 1.777 1.185 -3.225 -0.391
C 2.045 2.385 -3.884 -0.102
C 3.339 2.709 -4.250 -0.078
C 4.383 1.832 -3.969 -0.081
C 4.126 0.633 -3.325 -0.077
C 2.825 0.316 -2.951 -0.113
C -0.728 0.376 -4.270 -0.357
C -2.113 0.521 -4.350 -0.103
C -2.785 0.238 -5.530 -0.081
C -2.083 -0.209 -6.640 -0.086
C -0.707 -0.374 -6.563 -0.080
C -0.032 -0.083 -5.387 -0.087
P -1.247 2.273 -0.605 0.988
C -2.541 3.527 -0.832 -0.371
C -2.286 4.767 -1.419 -0.089
C -3.308 5.685 -1.585 -0.079
C -4.594 5.377 -1.151 -0.082
C -4.854 4.153 -0.557 -0.081
C -3.829 3.226 -0.401 -0.098
C 0.065 3.246 0.233 -0.372
C -0.061 3.428 1.609 -0.107
C 0.868 4.190 2.299 -0.093
C 1.940 4.760 1.624 -0.084
C 2.086 4.560 0.258 -0.091
C 1.151 3.804 -0.437 -0.103
H -1.187 2.645 -2.934 0.053
H 1.235 3.072 -4.103 0.106
H 3.541 3.645 -4.756 0.104
H 5.396 2.089 -4.252 0.103
H 4.935 -0.050 -3.099 0.103
H 2.631 -0.612 -2.425 0.088
H -2.679 0.847 -3.485 0.100
H -3.859 0.363 -5.578 0.105
H -2.605 -0.430 -7.561 0.103
H -0.152 -0.723 -7.425 0.104
H 1.044 -0.201 -5.347 0.102
H -1.277 5.020 -1.728 0.105
H -3.105 6.645 -2.039 0.104
H -5.392 6.098 -1.274 0.104
H -5.852 3.914 -0.215 0.105
H -4.031 2.265 0.057 0.101
H -0.870 2.950 2.152 0.108
H 0.768 4.315 3.369 0.103
H 2.668 5.347 2.168 0.103
H 2.930 4.988 -0.268 0.104
H 1.264 3.636 -1.501 0.077
C 2.904 -2.599 0.133 0.003
C 3.393 -1.221 0.414 -0.400
N 2.655 -0.137 0.436 0.072
C 3.503 0.903 0.758 -0.121
C 4.765 0.435 0.926 -0.083
N 4.683 -0.924 0.703 0.100
H 1.819 -2.584 0.043 0.075
H 3.160 -3.286 0.940 0.086
H 3.317 -2.998 -0.795 0.081
H 3.144 1.914 0.866 0.093
H 5.688 0.920 1.187 0.108
H 5.432 -1.587 0.785 0.155
```

[5]
Molecular formula: C34H27F14N6Pb
Method: DFT, ωB97M-V/def2-TZVPD

For the orbital gap, the calculation gives 7.2 eV. Its charge is -1. The calculation puts the HOMO energy at -4.84 eV. The value obtained for the total energy is -3231.22309 Eh.

Geometry as XYZ:
```
82
Properties=species:S:1:pos:R:3:lowdin_charge:R:1
Pb 0.470 1.113 0.767 1.529
C 1.369 1.375 4.008 -0.067
N 0.290 0.764 3.235 -0.332
C 0.290 -0.691 3.412 -0.196
C 1.563 -1.346 2.865 -0.259
N 2.000 -0.710 1.636 -0.131
C 3.177 -1.094 1.107 -0.221
C 3.739 -0.398 0.007 -0.166
F 3.050 0.643 -0.533 -0.019
C 4.932 -0.708 -0.603 -0.164
F 5.351 0.027 -1.645 0.101
C 5.703 -1.761 -0.151 -0.164
F 6.867 -2.086 -0.742 0.089
C 5.217 -2.478 0.926 -0.161
F 5.934 -3.510 1.396 0.102
C 4.023 -2.157 1.533 -0.136
F 3.669 -2.965 2.560 0.058
C -0.999 1.355 3.594 -0.188
C -1.155 2.809 3.131 -0.239
N -0.490 3.058 1.865 -0.114
C -0.632 4.256 1.274 -0.208
C 0.073 4.567 0.081 -0.166
F 0.913 3.639 -0.442 -0.011
C -0.025 5.752 -0.610 -0.162
F 0.694 5.927 -1.725 0.107
C -0.850 6.766 -0.158 -0.164
F -0.965 7.925 -0.831 0.090
C -1.537 6.545 1.019 -0.161
F -2.322 7.514 1.509 0.104
C -1.425 5.355 1.711 -0.133
F -2.130 5.295 2.866 0.061
H 1.270 1.125 5.072 0.099
H 1.331 2.457 3.890 0.087
H 2.331 1.022 3.641 0.085
H -0.575 -1.091 2.884 0.102
H 0.202 -0.948 4.477 0.127
H 1.338 -2.407 2.719 0.118
H 2.351 -1.280 3.626 0.109
H -1.154 1.327 4.682 0.130
H -1.775 0.750 3.126 0.094
H -0.762 3.481 3.904 0.111
H -2.232 2.988 3.059 0.114
C -2.340 -1.262 -2.678 -0.077
N -0.982 -0.823 -2.451 -0.212
C 0.029 -1.636 -3.068 -0.164
C -0.825 0.625 -2.542 -0.195
C -1.724 1.400 -1.549 -0.274
N -1.755 0.812 -0.216 -0.148
C -2.899 0.909 0.484 -0.234
C -3.245 -0.091 1.425 -0.190
F -2.417 -1.154 1.556 0.060
C -4.406 -0.070 2.159 -0.237
F -4.658 -1.073 3.025 0.073
C -5.345 0.934 2.013 0.040
C -5.049 1.925 1.095 -0.231
F -5.934 2.924 0.917 0.077
C -3.876 1.932 0.371 -0.149
F -3.653 2.993 -0.437 0.071
H -2.707 -1.026 -3.691 0.090
H -2.411 -2.338 -2.519 0.089
H -2.991 -0.780 -1.948 0.074
H -0.404 -2.406 -3.708 0.127
H 0.714 -1.028 -3.668 0.132
H 0.884 -1.790 -1.176 0.112
H 0.222 0.885 -2.363 0.095
H -1.095 0.973 -3.554 0.120
H -1.377 2.442 -1.514 0.099
H -2.730 1.408 -1.981 0.108
H -6.262 0.940 2.580 0.123
N 0.827 -2.338 -2.032 0.035
C 1.387 -3.488 -2.056 -0.026
C 1.343 -4.407 -3.155 -0.280
C 0.541 -5.559 -3.036 -0.064
C 0.611 -6.579 -3.964 -0.107
C 1.501 -6.505 -5.029 -0.121
C 2.322 -5.392 -5.143 -0.108
C 2.247 -4.355 -4.228 -0.059
H -0.140 -5.626 -2.196 0.106
H -0.031 -7.443 -3.842 0.096
H 1.564 -7.310 -5.750 0.089
H 3.038 -5.323 -5.952 0.096
H 2.909 -3.503 -4.327 0.108
```

[6]
Molecular formula: C34H27N7ORuS3
Method: DFT, ωB97M-V/def2-TZVPD

For the orbital gap (spin up / spin down), the calculation gives 5.4 / 5.3 eV. Its charge is +2. The calculation puts the HOMO energy (spin up / spin down) at -13.92 / -13.94 eV. The value obtained for the total energy is -3059.36546 Eh. Its energy above the lowest of the compared OMol25 structures with the same formula, charge and spin is 0.0 kJ/mol.

Geometry as XYZ:
```
73
Properties=species:S:1:pos:R:3:lowdin_charge:R:1
Ru -0.111 -0.247 -0.022 0.842
C -2.310 1.501 3.335 0.003
C -1.544 0.647 2.540 -0.106
N -1.263 0.915 1.271 -0.070
C -1.730 2.080 0.745 -0.140
C -2.515 2.983 1.464 -0.118
C -2.806 2.664 2.801 0.043
C -2.981 4.172 0.806 0.017
C -2.674 4.421 -0.485 0.017
C -1.853 3.512 -1.237 -0.118
C -1.506 3.693 -2.587 0.041
C -0.730 2.749 -3.215 0.000
C -0.276 1.641 -2.494 -0.081
N -0.564 1.465 -1.217 -0.005
C -1.366 2.368 -0.604 -0.142
H -2.508 1.222 4.360 0.128
H -1.166 -0.282 2.941 0.093
H -3.412 3.334 3.398 0.139
H -3.593 4.865 1.369 0.133
H -3.039 5.315 -0.975 0.133
H -1.857 4.566 -3.123 0.137
H -0.456 2.851 -4.255 0.124
H 0.346 0.882 -2.949 0.089
S 1.608 0.449 1.415 0.806
C 1.694 -0.790 2.577 -0.646
C 2.598 -0.653 3.657 -0.032
C 2.702 -1.641 4.599 -0.142
C 3.624 -1.492 5.688 -0.142
N 4.357 -1.366 6.562 0.232
C 1.894 -2.815 4.499 -0.148
C 1.009 -2.963 3.458 -0.033
C 0.895 -1.962 2.477 -0.639
S -0.189 -2.167 1.162 0.852
C 2.004 -3.847 5.489 -0.152
N 2.076 -4.679 6.276 0.226
H 3.207 0.238 3.738 0.134
H 0.399 -3.854 3.392 0.134
C 3.112 0.139 -3.903 -0.111
C 3.348 -1.086 -3.032 -0.374
S 2.817 -0.808 -1.345 0.987
O 1.265 -0.785 -1.475 -0.703
C 3.194 -2.397 -0.587 -0.367
C 2.557 -3.611 -1.235 -0.104
H 3.639 0.009 -4.847 0.094
H 3.489 1.048 -3.433 0.088
H 2.056 0.266 -4.131 0.060
H 4.415 -1.305 -2.933 0.114
H 2.843 -1.973 -3.410 0.093
H 2.853 -2.268 0.442 0.059
H 4.286 -2.442 -0.557 0.112
H 1.472 -3.514 -1.264 0.057
H 2.793 -4.489 -0.633 0.097
H 2.934 -3.799 -2.239 0.078
N -2.948 -6.686 -8.121 0.193
C -2.868 -5.971 -7.226 -0.163
C -2.769 -5.073 -6.107 -0.208
C -3.814 -4.203 -5.813 0.008
C -3.712 -3.333 -4.741 0.007
C -2.567 -3.342 -3.961 -0.171
C -1.524 -4.215 -4.239 -0.003
C -1.623 -5.076 -5.316 0.000
N -2.461 -2.440 -2.852 0.009
C -3.503 -1.881 -2.145 -0.008
C -2.941 -1.100 -1.189 -0.094
N -1.571 -1.166 -1.309 -0.095
C -1.316 -1.982 -2.312 -0.126
H -4.702 -4.202 -6.429 0.135
H -4.520 -2.643 -4.543 0.118
H -0.647 -4.260 -3.607 0.110
H -0.821 -5.765 -5.538 0.131
H -4.533 -2.104 -2.354 0.133
H -3.423 -0.510 -0.428 0.114
H -0.333 -2.223 -2.676 0.124
```